48
Properties=species:S:1:pos:R:3 method="wB97M-V/def2-TZVPD" max_force_ev_per_a=1.4 orbital_gap_ev=7.381 total_charge=+2 multiplicity=1 e_tot_ev=-137863.049 e_above_lowest_kj_mol=255.3 e_lumo_ev=-8.828
C 3.407 -1.171 0.199
S -2.720 -0.076 0.313
H -0.220 -2.178 2.996
H 2.181 -0.831 2.874
C 3.199 1.373 -1.009
C 1.816 0.199 2.889
H 3.084 0.942 -2.000
F -4.472 0.082 -1.619
H -0.215 -1.126 4.425
P 0.026 0.135 2.451
H 4.262 1.370 -0.749
H 2.835 2.394 -0.997
O -1.936 1.030 -0.292
H 3.097 -1.891 0.949
C -0.634 1.714 2.998
Br 0.061 2.993 -0.699
C -0.285 1.534 -4.554
H 4.444 -0.868 0.363
H 2.246 2.103 1.875
H -1.707 1.780 2.819
H -0.120 2.543 2.514
H -0.427 1.745 4.072
O -0.553 2.059 -5.732
C -0.602 -1.249 3.410
O -2.156 -1.325 -0.181
H 0.360 -1.300 -2.827
H -0.107 -0.553 -5.131
H -0.600 1.401 -6.438
H -0.403 3.476 -3.608
H 1.912 0.553 3.916
C -4.449 0.179 -0.299
P 2.423 0.338 0.245
C 0.036 1.887 -2.235
O -0.751 -3.778 0.232
C 2.613 1.074 1.901
C -0.064 0.167 -4.326
F -4.834 1.386 0.072
H -1.689 -1.263 3.423
H 3.327 -1.642 -0.780
C -0.147 -2.808 0.310
F -5.225 -0.737 0.240
N 0.663 -1.887 0.475
C -0.226 2.420 -3.465
H 3.677 1.109 2.148
O -2.800 0.023 1.749
Pt 0.141 -0.002 0.121
C 0.198 -0.252 -3.046
N 0.268 0.593 -2.005


93
Properties=species:S:1:pos:R:3 method="wB97M-V/def2-TZVPD" max_force_ev_per_a=0.4 orbital_gap_ev=3.907 total_charge=-1 multiplicity=1 e_tot_ev=-142442.691 e_above_lowest_kj_mol=93.5 e_lumo_ev=1.637
H 2.536 2.641 4.515
N 3.342 0.100 1.638
C -1.694 -2.675 -2.293
C -2.007 1.578 -3.300
C 2.699 2.289 2.412
H -6.189 -0.450 -2.907
H -3.169 5.179 -0.533
H 0.637 -1.435 -4.402
Br 5.401 -5.532 2.633
Sr 0.596 0.990 0.057
H -0.995 -3.195 0.747
N -1.587 0.712 -0.547
H -1.013 1.234 -3.000
C 3.837 -1.187 1.918
H -1.802 5.999 1.346
C -4.997 -0.578 -1.100
P 0.941 -2.233 -1.835
C 2.466 3.078 3.526
H 3.281 -4.383 0.920
H 1.036 -4.115 -3.926
C -0.005 -2.735 0.666
C -4.265 0.520 -3.089
H 2.093 4.359 -0.019
C 2.116 4.407 3.347
H -2.151 1.410 -4.373
H 3.251 0.566 3.643
C 5.346 -2.712 3.025
H 6.162 -2.893 3.711
H -1.827 3.833 1.871
N 0.697 -3.216 -0.525
H -0.308 -5.071 -0.636
H -0.891 -2.217 -4.846
H 4.070 -2.147 -3.378
C -3.810 -0.276 -0.462
H -4.254 3.983 1.121
C 2.225 4.023 1.001
C 3.554 -2.429 -2.455
C -5.255 -0.196 -2.422
H -2.008 2.660 -3.139
C 0.709 -4.661 -0.649
S -1.736 3.276 -0.448
N -1.878 -0.620 6.277
H -4.365 -1.371 1.308
C -2.084 5.076 -0.603
C -1.142 -0.042 5.593
H 2.563 -3.601 -4.661
H -1.807 5.280 -1.640
H 1.188 -4.971 -1.574
H -0.906 -0.708 -3.919
H -3.439 0.108 1.632
C 3.728 -3.552 1.449
H -2.208 -1.745 -2.044
C 2.010 4.896 2.061
H -2.607 -1.278 1.005
H -1.333 7.026 -0.009
C 4.762 -3.766 2.346
N 0.283 0.500 2.537
H 2.477 -2.067 0.535
H 1.920 5.044 4.200
H -0.312 5.656 0.457
H -5.751 -1.141 -0.553
C -2.745 0.462 -1.128
C -2.282 3.057 1.251
O -0.209 3.303 -0.391
C -3.801 3.010 1.326
N -0.257 0.676 4.922
H -1.868 2.080 1.504
C -1.344 5.996 0.356
C 4.879 -1.424 2.810
C 3.130 0.888 2.602
H -4.434 0.818 -4.123
N 2.187 -2.822 -2.757
H 2.577 -4.809 -3.370
H -0.165 -1.660 0.627
H -4.115 2.696 2.321
C 2.081 -3.896 -3.723
N -0.350 -2.436 -2.834
H 0.566 -2.982 1.566
H 1.256 -5.104 0.188
C -0.378 -1.648 -4.066
H -1.640 -3.296 -1.403
H 4.115 -3.247 -1.987
C -3.061 0.865 -2.492
H 3.556 -1.572 -1.787
N 2.566 2.748 1.161
C -3.554 -0.734 0.943
C 3.282 -2.261 1.231
H 5.350 -0.590 3.317
H -4.185 2.285 0.605
H 1.737 5.925 1.870
H -2.278 -3.209 -3.047
C -0.048 0.521 3.658
O 1.302 -0.863 -1.362


150
Properties=species:S:1:pos:R:3 method="wB97M-V/def2-TZVPD" max_force_ev_per_a=1.7 orbital_gap_ev=7.410 total_charge=+1 multiplicity=1 e_tot_ev=-87449.465 e_above_lowest_kj_mol=0.0 e_lumo_ev=-2.785
H 1.273 5.226 -2.196
Ca -2.032 -0.477 -1.510
H 2.465 -5.331 4.479
H 3.115 -1.502 -3.655
C 4.711 -3.379 0.523
H -2.131 -2.710 1.076
H 3.176 4.842 2.282
C 1.639 2.085 -6.535
C 3.467 -2.564 -5.482
H 2.565 -3.070 0.368
C 2.616 -4.268 4.286
H 2.669 -2.141 -6.102
H -3.345 -3.514 -1.360
C -1.739 -0.423 3.918
C -4.481 1.639 -2.888
H 0.209 -0.931 4.748
H 3.570 -0.137 3.049
H -4.925 -2.414 -0.372
H 4.928 -3.179 -0.529
H 3.531 -1.640 0.635
H 1.354 5.426 0.893
H -6.007 1.131 0.436
H 1.941 -4.491 -5.194
C 1.637 -1.540 -1.730
H 4.287 4.309 -1.256
H -4.007 1.926 -3.832
H -3.364 -2.162 5.789
H 0.875 1.241 -3.429
H -1.690 2.941 6.835
C 3.068 -2.523 -4.024
H 0.025 -4.699 0.309
C -5.728 0.395 1.189
C 2.169 -1.753 2.773
C 0.108 -4.868 -4.195
H 0.528 1.863 4.250
C -0.473 5.384 -0.933
H -1.214 -0.143 6.603
H 0.757 1.960 -7.173
H -4.950 0.662 -3.013
H -3.539 -0.466 6.412
H -2.307 3.194 -1.922
C 0.672 4.585 -1.533
C -2.967 -1.147 5.782
H 0.024 -5.864 -4.636
H 2.802 5.562 -0.129
O 1.471 0.196 -5.140
H 5.541 -2.985 1.109
H 2.106 2.891 -4.615
N 3.177 -2.725 2.382
C -5.140 -1.346 -0.315
C -0.991 3.492 6.208
H -7.186 -1.001 0.333
H 2.617 -0.021 1.533
C -0.823 -1.281 4.795
H 1.840 0.349 3.034
H -1.379 -5.730 -1.291
C 3.653 3.706 -1.908
H -0.145 6.228 -0.332
H 2.350 3.305 1.901
H -1.231 -1.892 6.857
H -6.091 0.647 2.183
C -4.227 0.194 1.223
C -5.396 2.702 -2.306
H 2.162 3.390 5.095
C 1.209 2.543 -5.142
H 3.804 -3.112 -3.437
H 4.292 2.930 -2.335
C 1.389 -2.912 -2.339
H 2.867 2.338 -0.439
H -2.789 -5.527 -0.298
C -2.278 -3.752 -1.444
H 0.734 2.536 0.187
C -6.185 -1.012 0.756
H -3.901 -0.362 2.105
H -2.049 -3.798 -2.511
H 1.059 4.754 4.992
H 2.172 -5.063 -3.558
H 2.312 2.762 -7.058
H -0.331 1.076 -4.717
C -3.148 2.771 -1.367
H -3.633 1.103 1.158
H -1.301 4.541 6.152
H 1.436 -0.707 -2.415
H -1.315 -4.943 1.457
O -1.056 0.152 0.488
H -1.139 5.732 -1.725
C 0.214 2.915 4.276
H 1.967 -3.662 -1.770
C -1.243 -3.001 0.502
H 1.724 -3.763 4.657
C 0.482 3.380 6.578
C -1.480 -1.098 6.151
C 2.484 3.034 -1.186
H 1.084 -1.293 -0.821
H 0.230 3.801 -2.155
H -4.198 4.511 -2.094
H 0.741 2.385 6.942
H 3.883 3.738 1.146
H 0.175 3.321 3.265
C -1.901 -5.010 -0.663
H -1.470 0.639 3.896
C -1.031 -4.508 0.503
C 3.424 -2.679 0.947
H 1.186 -1.909 2.280
H -0.400 -2.410 0.844
H -0.522 -4.216 -4.805
C 2.926 4.136 1.489
H -1.644 -0.720 2.871
H 1.893 -4.424 2.262
H 1.935 2.477 -1.947
H 0.750 4.097 7.355
C -0.328 1.067 -0.003
H 3.609 -4.749 2.482
H -0.863 -2.311 4.434
H 4.662 -4.464 0.617
O -3.047 -0.676 4.422
H 0.507 3.373 -5.153
H -6.091 -1.707 1.588
H -5.907 3.267 -3.085
H 2.029 0.024 -7.097
O -3.943 -0.618 0.039
H 3.336 4.340 -2.737
O -1.074 2.936 4.888
N 1.704 -3.002 -3.768
H -4.831 3.969 -0.592
C 1.549 -4.398 -4.185
O -3.447 1.469 -1.888
C 2.598 -0.298 2.588
C 0.742 1.242 -4.513
C 2.209 0.698 -6.260
O 0.509 1.742 0.756
H 2.704 -1.435 -1.526
H 1.972 -1.886 3.837
H 0.329 -3.145 -2.261
H -6.161 2.236 -1.687
H -5.472 -1.008 -1.305
H 3.279 0.719 -6.036
H 4.369 -1.989 -5.690
H -0.319 -4.941 -3.193
H 3.612 -3.576 -5.857
H -1.103 4.730 -0.319
C 1.124 3.692 5.241
C 2.144 4.860 0.402
N 1.508 3.932 -0.533
C -4.435 3.603 -1.539
H -2.822 2.696 -0.330
H 3.494 -3.925 4.832
O -0.414 1.330 -1.248
C 2.809 -4.073 2.783
O -1.493 -2.677 -0.890